This record from OMol25 describes a 9-piece molecular cluster, C47H104F8N9O17S8 overall. The level of theory is ωB97M-V/def2-TZVPD.

Bonds (Å) are listed after each position.
Geometry (Å):
1 C 18.10 18.11 7.56  C2 1.486, H8 1.090, H9 1.090, H10 1.090
2 C 17.15 18.50 8.63  C1 1.486, O3 1.231, N4 1.583
3 O 16.53 19.56 8.66  C2 1.231
4 N 17.27 17.63 9.96  C2 1.583, H5 1.010, H6 1.010, C7 1.570
5 H 16.73 16.79 9.82  N4 1.010
6 H 18.23 17.34 10.04  N4 1.010
7 C 16.81 18.42 11.24  N4 1.570, H11 1.090, H12 1.090, H13 1.090
8 H 18.49 17.09 7.64  C1 1.090
9 H 19.04 18.65 7.66  C1 1.090
10 H 17.58 18.39 6.64  C1 1.090
11 H 15.73 18.28 11.18  C7 1.090
12 H 17.24 19.41 11.33  C7 1.090
13 H 17.16 17.81 12.07  C7 1.090
14 C 15.85 4.07 3.59  C15 1.523, H26 1.090, H27 1.090, H28 1.090
15 C 15.19 5.31 3.01  C14 1.523, C16 1.525, H29 1.090, H30 1.090
16 C 16.12 6.52 2.94  C15 1.525, C17 1.592, H31 1.090, H32 1.090
17 C 17.42 6.33 2.05  C16 1.592, N18 1.544, H33 1.090, H34 1.090
18 N 18.53 7.33 2.45  C17 1.544, C19 1.550, C22 1.546, C23 1.579
19 C 19.85 7.10 1.67  N18 1.550, C20 1.544, H35 1.090, H36 1.090
20 C 20.91 6.76 2.74  C19 1.544, C21 1.485, H37 1.090, H38 1.090
21 C 20.41 7.43 3.96  C20 1.485, C22 1.446, H39 1.090, H40 1.090
22 C 19.00 7.13 3.91  N18 1.546, C21 1.446, H41 1.090, H42 1.090
23 C 18.07 8.84 2.39  N18 1.579, C24 1.476, H43 1.090, H44 1.090
24 C 17.52 9.27 1.09  C23 1.476, C25 1.499, H45 1.090, H46 1.090
25 C 17.05 10.69 1.08  C24 1.499, H47 1.090, H48 1.090, H49 1.090
26 H 16.47 3.58 2.83  C14 1.090
27 H 15.10 3.29 3.78  C14 1.090
28 H 16.44 4.25 4.48  C14 1.090
29 H 14.34 5.54 3.66  C15 1.090
30 H 14.96 5.09 1.96  C15 1.090
31 H 16.35 6.70 3.99  C16 1.090
32 H 15.53 7.40 2.72  C16 1.090
33 H 17.28 6.62 1.01  C17 1.090
34 H 17.84 5.33 2.10  C17 1.090
35 H 20.08 8.05 1.19  C19 1.090
36 H 19.65 6.41 0.84  C19 1.090
37 H 21.93 7.11 2.59  C20 1.090
38 H 20.92 5.69 2.96  C20 1.090
39 H 20.53 8.51 3.87  C21 1.090
40 H 20.86 7.02 4.87  C21 1.090
41 H 18.34 7.70 4.57  C22 1.090
42 H 18.92 6.08 4.18  C22 1.090
43 H 18.88 9.52 2.63  C23 1.090
44 H 17.25 9.03 3.09  C23 1.090
45 H 16.63 8.71 0.80  C24 1.090
46 H 18.24 9.12 0.29  C24 1.090
47 H 16.23 10.77 1.80  C25 1.090
48 H 16.60 10.92 0.12  C25 1.090
49 H 17.88 11.37 1.30  C25 1.090
50 C 3.74 15.45 -0.58  C51 1.568, H62 1.090, H63 1.090, H64 1.090
51 C 4.08 16.15 0.78  C50 1.568, C52 1.554, H65 1.090, H66 1.090
52 C 5.62 16.20 0.95  C51 1.554, C53 1.550, H67 1.090, H68 1.090
53 C 5.89 16.22 2.48  C52 1.550, N54 1.586, H69 1.090, H70 1.090
54 N 7.45 16.07 2.73  C53 1.586, C55 1.521, C58 1.548, C59 1.590
55 C 8.27 17.22 2.17  N54 1.521, C56 1.518, H71 1.090, H72 1.090
56 C 9.53 17.47 2.98  C55 1.518, C57 1.534, H73 1.090, H74 1.090
57 C 9.34 16.65 4.26  C56 1.534, C58 1.544, H75 1.090, H76 1.090
58 C 7.82 16.34 4.21  N54 1.548, C57 1.544, H77 1.090, H78 1.090
59 C 8.11 14.69 2.31  N54 1.590, C60 1.569, H79 1.090, H80 1.090
60 C 7.75 13.46 3.21  C59 1.569, C61 1.542, H81 1.090, H82 1.090
61 C 7.90 12.08 2.54  C60 1.542, H83 1.090, H84 1.090, H85 1.090
62 H 2.69 15.16 -0.65  C50 1.090
63 H 4.35 14.56 -0.71  C50 1.090
64 H 3.88 16.19 -1.37  C50 1.090
65 H 3.58 15.63 1.60  C51 1.090
66 H 3.71 17.17 0.79  C51 1.090
67 H 5.89 17.18 0.56  C52 1.090
68 H 6.27 15.53 0.39  C52 1.090
69 H 5.52 15.37 3.05  C53 1.090
70 H 5.58 17.16 2.93  C53 1.090
71 H 8.46 16.97 1.13  C55 1.090
72 H 7.71 18.15 2.12  C55 1.090
73 H 10.42 17.08 2.50  C56 1.090
74 H 9.63 18.52 3.27  C56 1.090
75 H 9.78 15.65 4.27  C57 1.090
76 H 9.67 17.22 5.13  C57 1.090
77 H 7.49 15.45 4.75  C58 1.090
78 H 7.34 17.24 4.58  C58 1.090
79 H 9.20 14.68 2.18  C59 1.090
80 H 7.78 14.44 1.30  C59 1.090
81 H 6.77 13.50 3.68  C60 1.090
82 H 8.47 13.45 4.04  C60 1.090
83 H 7.66 11.32 3.27  C61 1.090
84 H 8.91 11.87 2.18  C61 1.090
85 H 7.21 12.02 1.70  C61 1.090
86 C 9.11 21.91 12.30  C87 1.573, H98 1.090, H99 1.090, H100 1.090
87 C 10.12 23.03 11.89  C86 1.573, C88 1.544, H101 1.090, H102 1.090
88 C 9.82 24.44 12.43  C87 1.544, C89 1.627, H103 1.090, H104 1.090
89 C 10.88 25.53 11.85  C88 1.627, N90 1.530, H105 1.090, H106 1.090
90 N 10.85 27.01 12.25  C89 1.530, C91 1.580, C94 1.561, C95 1.560
91 C 9.49 27.74 11.89  N90 1.580, C92 1.559, H107 1.090, H108 1.090
92 C 9.87 29.09 11.20  C91 1.559, C93 1.584, H109 1.090, H110 1.090
93 C 11.19 28.64 10.46  C92 1.584, C94 1.524, H111 1.090, H112 1.090
94 C 11.95 27.79 11.47  N90 1.561, C93 1.524, H113 1.090, H114 1.090
95 C 11.10 27.16 13.78  N90 1.560, C96 1.570, H115 1.090, H116 1.090
96 C 12.39 26.47 14.35  C95 1.570, C97 1.572, H117 1.090, H118 1.090
97 C 12.48 26.47 15.92  C96 1.572, H119 1.090, H120 1.090, H121 1.090
98 H 8.16 21.95 11.77  C86 1.090
99 H 8.81 21.97 13.35  C86 1.090
100 H 9.43 20.87 12.21  C86 1.090
101 H 10.06 23.04 10.80  C87 1.090
102 H 11.14 22.73 12.12  C87 1.090
103 H 9.95 24.28 13.50  C88 1.090
104 H 8.81 24.86 12.34  C88 1.090
105 H 10.74 25.54 10.77  C89 1.090
106 H 11.88 25.21 12.11  C89 1.090
107 H 8.86 27.87 12.76  C91 1.090
108 H 9.05 27.01 11.21  C91 1.090
109 H 10.10 29.78 12.01  C92 1.090
110 H 9.19 29.53 10.47  C92 1.090
111 H 11.78 29.48 10.09  C93 1.090
112 H 11.01 28.04 9.57  C93 1.090
113 H 12.44 28.47 12.16  C94 1.090
114 H 12.75 27.11 11.17  C94 1.090
115 H 10.21 26.80 14.31  C95 1.090
116 H 11.10 28.25 13.88  C95 1.090
117 H 13.28 26.91 13.90  C96 1.090
118 H 12.49 25.43 14.03  C96 1.090
119 H 13.47 26.17 16.27  C97 1.090
120 H 11.77 25.80 16.41  C97 1.090
121 H 12.40 27.51 16.23  C97 1.090
122 C 13.20 11.05 19.02  C123 1.520, H134 1.090, H135 1.090, H136 1.090
123 C 14.40 10.14 18.88  C122 1.520, C124 1.514, H137 1.090, H138 1.090
124 C 15.27 10.46 17.68  C123 1.514, C125 1.546, H139 1.090, H140 1.090
125 C 16.65 9.78 17.66  C124 1.546, N126 1.552, H141 1.090, H142 1.090
126 N 17.68 10.26 16.59  C125 1.552, C127 1.568, C130 1.561, C131 1.536
127 C 19.01 9.49 16.94  N126 1.568, C128 1.504, H143 1.090, H144 1.090
128 C 19.51 8.93 15.64  C127 1.504, C129 1.538, H145 1.090, H146 1.090
129 C 18.27 8.69 14.76  C128 1.538, C130 1.559, H147 1.090, H148 1.090
130 C 17.21 9.75 15.19  N126 1.561, C129 1.559, H149 1.090, H150 1.090
131 C 17.87 11.78 16.62  N126 1.536, C132 1.581, H151 1.090, H152 1.090
132 C 18.21 12.30 18.08  C131 1.581, C133 1.532, H153 1.090, H154 1.090
133 C 18.45 13.81 18.10  C132 1.532, H155 1.090, H156 1.090, H157 1.090
134 H 12.44 10.67 18.33  C122 1.090
135 H 13.45 12.07 18.72  C122 1.090
136 H 12.65 10.99 19.96  C122 1.090
137 H 14.09 9.09 18.96  C123 1.090
138 H 14.94 10.29 19.81  C123 1.090
139 H 15.43 11.53 17.55  C124 1.090
140 H 14.68 10.13 16.82  C124 1.090
141 H 16.43 8.77 17.31  C125 1.090
142 H 17.05 9.91 18.66  C125 1.090
143 H 19.76 10.13 17.41  C127 1.090
144 H 18.72 8.74 17.67  C127 1.090
145 H 20.20 9.60 15.14  C128 1.090
146 H 20.12 8.04 15.78  C128 1.090
147 H 18.54 8.68 13.71  C129 1.090
148 H 17.84 7.70 14.84  C129 1.090
149 H 17.30 10.67 14.61  C130 1.090
150 H 16.19 9.39 15.07  C130 1.090
151 H 16.95 12.16 16.19  C131 1.090
152 H 18.67 12.02 15.91  C131 1.090
153 H 19.13 11.95 18.56  C132 1.090
154 H 17.49 12.13 18.89  C132 1.090
155 H 19.30 14.10 17.48  C133 1.090
156 H 18.74 14.09 19.11  C133 1.090
157 H 17.56 14.30 17.71  C133 1.090
158 N 14.28 12.75 10.14  S159 1.668, S163 1.548
159 S 14.27 11.58 8.95  N158 1.668, O160 1.429, O161 1.450, F162 1.621, S163 2.314
160 O 13.45 11.77 7.79  S159 1.429
161 O 14.75 10.27 9.36  S159 1.450
162 F 15.68 12.14 8.37  S159 1.621
163 S 12.85 12.36 10.60  N158 1.548, S159 2.314, O164 1.447, O165 1.481, F166 1.646
164 O 12.61 11.21 11.44  S163 1.447
165 O 11.70 12.85 9.80  S163 1.481
166 F 12.92 13.52 11.76  S163 1.646
167 N 8.97 3.68 11.47  S168 1.500, S172 1.771
168 S 8.10 2.74 10.69  N167 1.500, O169 1.428, O170 1.479, F171 1.596, S172 2.361
169 O 8.35 1.35 10.92  S168 1.428
170 O 7.29 3.17 9.52  S168 1.479
171 F 6.99 2.90 11.82  S168 1.596
172 S 10.15 3.76 10.16  N167 1.771, S168 2.361, O173 1.462, O174 1.459, F175 1.643
173 O 9.88 4.67 9.04  S172 1.462
174 O 10.80 2.49 9.88  S172 1.459
175 F 11.22 4.60 11.09  S172 1.643
176 N 1.34 12.80 11.38  S177 1.446, S181 1.677
177 S 0.49 13.27 12.45  N176 1.446, O178 1.448, O179 1.475, F180 1.587, S181 2.359
178 O -0.21 14.53 12.36  S177 1.448
179 O 0.95 12.85 13.78  S177 1.475
180 F -0.64 12.21 12.13  S177 1.587
181 S 2.38 14.11 11.32  N176 1.677, S177 2.359, O182 1.472, O183 1.465, F184 1.634
182 O 3.11 14.51 12.54  S181 1.472
183 O 2.03 15.14 10.34  S181 1.465
184 F 3.62 13.43 10.50  S181 1.634
185 N 22.25 15.58 11.11  S186 1.448, S190 1.694
186 S 22.73 14.35 10.52  N185 1.448, O187 1.492, O188 1.479, F189 1.534, S190 2.390
187 O 23.62 13.51 11.37  S186 1.492
188 O 22.92 14.31 9.06  S186 1.479
189 F 21.40 13.60 10.66  S186 1.534
190 S 23.74 16.30 11.47  N185 1.694, S186 2.390, O191 1.479, O192 1.468, F193 1.579
191 O 24.88 16.21 10.54  S190 1.479
192 O 24.10 16.43 12.89  S190 1.468
193 F 23.29 17.79 11.22  S190 1.579

Calculated values
Kohn-Sham gap: 3.9 eV
E: -207039.3326 eV
Lowest unoccupied orbital energy: -3.79 eV
HOMO: -0.2820 Eh
Net charge: +1